This record from the OMol25 dataset describes a cluster of 10 separate species, C27H63ClN9O13 in total at a distorted geometry. The level of theory is wB97M-V/def2-TZVPD.

Results
- spin multiplicity = 2
- net charge = 0
- E_LUMO (alpha / beta) (eV) = -1.3 / -6.7

```
113
Properties=species:S:1:pos:R:3:lowdin_charge:R:1
Cl -0.10854 -0.45485 0.28360 0.622
O -0.76240 -1.37641 1.17261 -0.369
O -0.54919 0.85530 0.71276 -0.359
O 1.28789 -0.67565 0.51236 -0.330
O -0.44399 -0.74394 -1.06364 -0.353
C -4.24981 -2.22619 0.29410 0.080
C -4.53569 -1.67490 -1.07966 -0.375
O -5.61254 -1.81214 -1.64239 0.367
N -3.56093 -0.93140 -1.61532 0.092
C -3.67777 -0.42188 -2.89834 -0.047
H -3.80597 -1.53368 1.00931 0.120
H -3.61092 -3.08811 0.10168 0.121
H -5.16904 -2.59629 0.74812 0.102
H -2.67318 -0.83982 -1.14245 0.130
H -2.79764 -0.56109 -3.52610 0.089
H -3.81850 0.65815 -2.85561 0.112
H -4.43580 -0.87634 -3.53627 0.110
C 0.59010 -4.15220 -1.19729 -0.001
C 0.78004 -5.13742 -0.05637 -0.579
O 1.15954 -6.23793 -0.26620 0.078
N 0.67193 -4.63705 1.22095 0.015
C 1.34080 -5.19119 2.39915 -0.072
H -0.42528 -3.78298 -1.34141 0.065
H 0.81918 -4.74856 -2.08045 0.081
H 1.39680 -3.44834 -0.99252 0.090
H 0.28922 -3.71033 1.34274 0.096
H 1.53151 -6.25631 2.26773 0.081
H 0.65706 -5.18813 3.24802 0.066
H 2.25354 -4.72387 2.76878 0.077
C 0.64872 -3.91985 -7.60343 0.003
C 0.90884 -3.07709 -6.33293 -0.554
O 2.00386 -2.64150 -6.04841 0.042
N -0.13025 -2.77649 -5.52198 0.007
C -0.10259 -1.84623 -4.35492 -0.058
H 1.52931 -4.55202 -7.71751 0.081
H 0.45546 -3.30040 -8.47923 0.080
H -0.17670 -4.61916 -7.47013 0.067
H -1.06407 -3.08294 -5.75474 0.123
H 0.87199 -1.47599 -4.03680 0.076
H -0.40204 -2.35562 -3.43898 0.057
H -0.66561 -0.96744 -4.66930 0.071
C -2.35259 3.81212 -1.13405 -0.016
C -1.76149 4.88342 -0.19419 -0.559
O -2.41814 5.90360 0.04501 0.024
N -0.43454 4.74796 0.00395 0.026
C 0.34105 5.82198 0.68858 -0.039
H -3.43795 3.75425 -1.05188 0.071
H -1.99683 2.78623 -1.03878 0.050
H -2.14733 4.18984 -2.13570 0.079
H 0.01942 3.85495 0.13266 0.103
H -0.16107 6.28349 1.53886 0.093
H 0.75009 6.36085 -0.16606 0.080
H 1.28713 5.47419 1.10341 0.060
C 2.80321 5.14107 -2.85988 0.022
C 2.30394 3.78522 -2.35320 -0.469
O 2.45045 3.51113 -1.11140 -0.044
N 1.83360 2.88690 -3.23289 0.044
C 1.40455 1.52912 -2.78350 -0.045
H 2.11523 5.90901 -2.50624 0.081
H 2.69475 5.20708 -3.94246 0.074
H 3.81190 5.21525 -2.45351 0.091
H 2.21052 3.05429 -4.15485 0.136
H 1.31155 1.32968 -1.71594 0.059
H 2.11545 0.81720 -3.20288 0.082
H 0.39359 1.29211 -3.11499 0.068
C -0.61820 0.06967 4.45454 -0.006
C -1.82679 0.96777 4.28321 -0.515
O -2.69696 0.87665 5.18511 -0.010
N -1.67808 1.80894 3.21443 0.023
C -2.52583 2.97890 2.81779 -0.032
H -1.00539 -0.94913 4.43876 0.068
H -0.07695 0.25912 5.38151 0.093
H 0.01970 0.09710 3.57112 0.054
H -1.16836 1.37813 2.45635 0.054
H -3.47520 2.92292 3.35038 0.081
H -2.79546 2.63610 1.81885 0.063
H -2.18895 4.00767 2.69032 0.076
C 2.04352 2.52862 2.04102 0.005
C 3.15863 3.56482 2.22163 -0.585
O 3.52915 3.80444 3.34881 0.033
N 3.72389 4.14536 1.17384 0.010
C 4.80261 5.12965 1.32576 -0.052
H 1.09037 3.05571 1.99888 0.059
H 2.09442 1.76369 2.81587 0.080
H 2.06514 1.98912 1.09414 0.046
H 3.39644 4.04423 0.22377 0.058
H 5.55457 4.99762 2.10371 0.086
H 4.30747 6.07477 1.54870 0.076
H 5.20173 5.16106 0.31196 0.077
C 4.51089 0.45193 -1.27176 -0.009
C 5.05074 0.33760 0.10016 -0.543
O 6.14766 0.88271 0.35640 0.001
N 4.38599 -0.46829 0.97588 0.018
C 4.90805 -0.75799 2.31923 -0.049
H 3.47388 0.11851 -1.31118 0.052
H 4.94043 -0.41554 -1.77286 0.095
H 4.68005 1.38461 -1.80992 0.089
H 3.41693 -0.56953 0.70983 0.080
H 4.63142 -1.80656 2.42918 0.075
H 4.37325 -0.18521 3.07686 0.075
H 5.95713 -0.52562 2.50241 0.087
C -2.85391 -3.83847 3.20932 0.007
C -4.28975 -4.36403 3.04134 -0.516
O -4.60758 -5.19370 2.14258 -0.013
N -5.17145 -3.87206 3.97441 -0.003
C -6.56660 -4.38100 4.28075 -0.042
H -2.96144 -3.01097 3.91059 0.069
H -2.37662 -3.50022 2.28960 0.057
H -2.31112 -4.63522 3.71793 0.090
H -5.08762 -3.07617 4.59055 0.124
H -6.64406 -5.46810 4.29794 0.085
H -7.10971 -3.90421 3.46477 0.074
H -6.98191 -3.93803 5.18595 0.079
```


This record from the OMol25 dataset describes a structure of composition C27H63HgN10O12 at a distorted geometry. The level of theory is wB97M-V/def2-TZVPD.

Results
- ΔE to the lowest compared entry with this formula, charge and spin (kJ/mol) = 51.8
- net charge = +1
- E_LUMO (eV) = -3.4

```
113
Properties=species:S:1:pos:R:3:lowdin_charge:R:1
Hg -20.33942 -15.98887 -10.87671 1.314
N -21.54859 -13.49873 -10.08031 -0.524
O -21.49231 -14.52825 -9.31378 -0.109
O -20.87533 -13.58667 -11.14474 -0.092
O -22.24061 -12.52929 -9.80165 0.024
C -20.46144 -10.04500 -10.75688 -0.008
C -19.13390 -9.45055 -11.17238 -0.559
O -18.31465 -9.13932 -10.31446 0.032
N -19.01692 -9.15782 -12.47949 0.003
C -17.90252 -8.40998 -13.02493 -0.064
H -21.28188 -9.55689 -11.28322 0.087
H -20.64421 -10.08650 -9.68961 0.065
H -20.47163 -11.10495 -11.05241 0.052
H -19.74758 -9.49944 -13.07739 0.131
H -17.48222 -7.71698 -12.30171 0.088
H -18.29041 -7.84146 -13.86929 0.086
H -17.07960 -9.04518 -13.35969 0.078
C -21.37377 -11.10392 -4.40587 0.014
C -22.01852 -10.95949 -5.77202 -0.554
O -23.06994 -10.34754 -5.89036 0.024
N -21.31505 -11.37496 -6.84039 0.032
C -20.09839 -12.18135 -6.83962 -0.056
H -20.35629 -10.71612 -4.49603 0.081
H -21.38764 -12.12448 -4.02317 0.083
H -21.88924 -10.47081 -3.69093 0.087
H -21.67247 -11.12082 -7.74869 0.082
H -19.84787 -12.35414 -7.88333 0.063
H -20.32001 -13.16140 -6.40609 0.082
H -19.31206 -11.68783 -6.26961 0.086
C -16.48410 -15.90840 -13.02485 0.023
C -17.72906 -15.05667 -13.03116 -0.520
O -18.66832 -15.32477 -12.28244 -0.067
N -17.76868 -14.00658 -13.85311 0.043
C -18.86165 -13.03865 -13.81815 -0.032
H -15.74244 -15.48600 -12.34481 0.094
H -16.02043 -16.05957 -13.99795 0.088
H -16.77140 -16.87864 -12.62542 0.088
H -16.91931 -13.76668 -14.33466 0.146
H -19.82446 -13.53453 -13.77131 0.079
H -18.76866 -12.39961 -14.69510 0.092
H -18.72093 -12.36740 -12.96753 0.074
C -17.38215 -15.41841 -7.50816 0.022
C -17.72277 -14.66419 -8.77459 -0.519
O -18.60638 -15.08438 -9.52601 -0.057
N -17.15965 -13.46968 -8.94237 0.037
C -17.56983 -12.50733 -9.94701 -0.029
H -17.90582 -14.96817 -6.66480 0.088
H -16.30594 -15.34540 -7.33812 0.088
H -17.69778 -16.45394 -7.57343 0.086
H -16.38355 -13.25197 -8.34129 0.145
H -17.39171 -12.94026 -10.93223 0.081
H -16.93336 -11.63246 -9.82588 0.097
H -18.59197 -12.16412 -9.79876 0.069
C -25.50965 -16.40366 -4.65272 0.001
C -25.28332 -15.44665 -5.81029 -0.564
O -26.14687 -15.18123 -6.62882 0.033
N -24.06419 -14.85671 -5.85018 0.019
C -23.57594 -13.90964 -6.82114 -0.083
H -26.06071 -17.25657 -5.04847 0.083
H -26.11565 -15.97978 -3.85488 0.088
H -24.58073 -16.77542 -4.21793 0.072
H -23.48404 -15.13870 -5.07802 0.125
H -24.14754 -13.94414 -7.74576 0.071
H -22.57708 -14.23303 -7.13246 0.069
H -23.49274 -12.88377 -6.46278 0.057
C -23.56603 -17.35557 -8.36406 0.031
C -23.28724 -17.51606 -9.83568 -0.508
O -22.18780 -17.17243 -10.28138 -0.075
N -24.26337 -18.03679 -10.56596 0.056
C -24.13068 -18.39532 -11.97529 -0.037
H -22.71674 -17.55127 -7.71605 0.098
H -24.40339 -17.93370 -7.97531 0.090
H -23.82985 -16.29673 -8.27357 0.079
H -25.12846 -18.34386 -10.15812 0.151
H -23.11872 -18.24834 -12.34480 0.081
H -24.74276 -17.69031 -12.54718 0.082
H -24.47499 -19.38949 -12.24591 0.092
C -23.18287 -9.40346 -8.64473 -0.009
C -24.71238 -9.29101 -8.55795 -0.532
O -25.19566 -8.17458 -8.70367 0.024
N -25.52008 -10.35368 -8.30333 0.040
C -25.06810 -11.69718 -7.98889 -0.093
H -22.83789 -8.50968 -9.14886 0.091
H -22.95271 -10.33703 -9.16202 0.038
H -22.84117 -9.41476 -7.60735 0.060
H -26.49173 -10.11735 -8.20329 0.139
H -24.13093 -11.69559 -7.42916 0.029
H -24.87002 -12.27799 -8.89574 0.062
H -25.81170 -12.19893 -7.37495 0.099
C -23.58073 -14.63435 -12.42597 0.016
C -22.61701 -15.36344 -13.34710 -0.500
O -21.56412 -15.83161 -12.89526 -0.069
N -22.92223 -15.46733 -14.65388 0.041
C -23.86704 -14.61726 -15.37352 -0.044
H -23.30986 -14.79438 -11.38448 0.069
H -24.59248 -15.01544 -12.56939 0.094
H -23.52478 -13.55764 -12.57962 0.070
H -22.19746 -15.97312 -15.14367 0.149
H -24.72574 -15.20618 -15.70027 0.090
H -23.35973 -14.25016 -16.26409 0.095
H -24.21872 -13.79060 -14.76319 0.059
C -24.30709 -11.00267 -11.77420 0.004
C -25.22253 -10.92404 -12.98326 -0.538
O -25.43094 -9.87513 -13.55538 0.068
N -25.80698 -12.09678 -13.38530 -0.011
C -26.77951 -12.14805 -14.46245 -0.068
H -24.41420 -11.83796 -11.08500 0.052
H -24.41021 -10.04204 -11.27762 0.086
H -23.32007 -11.10728 -12.23719 0.084
H -25.95012 -12.77962 -12.65928 0.117
H -27.75547 -12.48625 -14.11234 0.087
H -26.45649 -12.89134 -15.19853 0.064
H -26.88907 -11.20058 -14.97804 0.086
```